2 unconnected molecules or ions with the total composition C4H13N3O at a distorted geometry. Source: OMol25; level of theory: ωB97M-V/def2-TZVPD.

Geometry as XYZ:
```
21
Properties=species:S:1:pos:R:3:lowdin_charge:R:1
H 2.21 -1.07 -2.40 0.063
N 1.92 -0.66 -1.47 0.100
C 0.84 -0.97 -0.82 -0.502
N -0.28 -1.46 -1.59 0.083
N 0.56 -0.77 0.59 -0.017
C 0.06 0.60 0.71 -0.191
C -0.53 0.58 2.21 -0.212
C 0.27 1.44 3.15 -0.134
H -1.07 -1.88 -1.08 0.103
H 0.02 -2.07 -2.30 0.068
H 1.37 -0.92 1.24 0.139
H 0.82 1.43 0.74 0.121
H -0.60 0.80 -0.12 0.085
H -0.55 -0.44 2.65 0.113
H -1.45 1.09 2.16 0.077
H -0.23 1.69 3.96 0.007
H 1.30 1.14 3.37 0.084
H 0.37 2.49 2.78 0.090
O -2.19 0.77 -2.58 -0.053
H -1.58 0.22 -2.00 0.022
H -2.40 1.63 -2.56 -0.045
```

Total energy (eV): -10874.56742
Energy above the lowest of the compared OMol25 structures with the same formula, charge and spin (kcal per mole): 71.72
LUMO (eV): 0.87
SMILES string: [H]/N=C(\N)NCCC.O